Record 1
DFT (the ωB97M-V functional and the def2-TZVPD basis) results for C49H41IrN3O4P2S3 as an isolated structure in a non-equilibrium geometry.

```
103
Properties=species:S:1:pos:R:3:forces:R:3:mulliken_charge:R:1
Ir -0.28283 -0.08215 -0.04359 -0.588 -0.853 -2.129 3.63
S -2.50836 5.40480 -0.73585 0.346 0.168 -0.066 0.22
C -3.43768 6.78283 -0.35073 0.122 0.000 -0.048 -0.44
C -4.69536 6.44239 0.02223 -0.268 -0.284 0.079 -0.71
C -4.90141 5.03160 -0.00186 -0.410 0.362 0.115 -0.61
C -3.80335 4.33496 -0.40059 0.186 -0.689 -0.051 0.54
C -3.66265 2.86101 -0.46708 0.004 0.557 -0.014 -0.21
C -2.39976 2.25256 -0.53485 0.263 -0.002 -0.138 1.28
N -2.19375 0.94467 -0.48792 0.071 -0.371 0.610 0.09
C -3.28719 0.15208 -0.33278 0.357 -0.298 -0.022 -0.48
C -4.58237 0.64377 -0.32970 -0.505 0.206 -0.055 0.89
C -5.69405 -0.26905 -0.18906 0.144 0.234 -0.013 -1.32
C -5.48416 -1.58621 -0.02443 0.205 -0.131 0.020 -1.04
C -4.13909 -2.10697 0.02112 -0.495 -0.272 -0.023 0.97
C -3.85827 -3.46289 0.22920 -0.369 -0.010 0.097 -0.92
C -2.55862 -3.89466 0.32638 0.304 -0.536 -0.028 0.01
C -1.55128 -2.92986 0.19875 0.032 0.336 -0.140 -0.34
N -1.78893 -1.64971 -0.05004 0.254 -1.089 1.088 0.22
C -3.06923 -1.23714 -0.12265 0.290 0.271 -0.224 -0.51
C -2.17037 -5.30377 0.53588 -0.134 0.618 -0.101 0.27
C -1.00711 -5.76333 1.07358 0.386 -0.307 0.293 -0.48
C -0.93376 -7.18702 1.10730 0.154 0.407 0.104 -0.71
C -2.04747 -7.76112 0.58976 -0.190 -0.134 -0.140 -0.43
S -3.17781 -6.59639 0.06132 -0.313 -0.290 -0.155 -0.13
C -4.75347 2.03091 -0.41814 -0.357 -0.181 0.022 -1.10
H -3.00705 7.76853 -0.42644 0.009 -0.024 -0.012 0.45
H -5.44839 7.16182 0.31310 0.032 -0.067 -0.024 0.44
H -5.83484 4.56680 0.28776 0.044 0.049 0.007 0.37
H -1.53556 2.88593 -0.62717 -0.108 -0.051 0.115 -1.29
H -6.69761 0.13691 -0.19642 0.030 0.011 -0.019 0.48
H -6.31215 -2.27254 0.10082 0.033 0.006 -0.023 0.51
H -4.68269 -4.15781 0.35157 0.046 0.008 -0.019 0.56
H -0.51767 -3.21044 0.32264 0.083 0.028 -0.018 0.57
H -0.24678 -5.11381 1.48632 0.038 -0.015 0.028 0.66
H -0.10446 -7.74841 1.51284 -0.018 0.041 -0.012 0.42
H -2.26418 -8.81282 0.48298 -0.026 0.043 0.015 0.47
H -5.75731 2.43707 -0.42342 0.012 0.001 0.032 0.51
C 2.61077 1.75650 -0.77632 0.072 0.084 -0.159 -1.68
C 3.16345 0.35459 -0.96220 -0.237 0.195 -0.470 -1.29
P 2.42839 -0.65912 0.33204 -0.547 0.124 1.547 0.87
C 3.44923 -2.16584 0.24147 -0.546 -0.114 -0.424 0.69
C 3.90700 -2.82495 1.37672 -0.116 -0.066 0.261 -0.65
C 4.77789 -3.89692 1.26521 0.019 0.019 -0.036 -0.73
C 5.21423 -4.31196 0.01396 0.048 -0.057 0.097 -0.66
C 4.76008 -3.66310 -1.12165 -0.143 0.065 -0.215 -0.79
C 3.86362 -2.60583 -1.01409 0.123 -0.178 -0.189 -0.66
C 3.06184 0.09610 1.88989 -0.201 0.334 -0.144 0.34
C 2.21639 0.06250 3.12995 0.381 -1.082 -0.043 0.09
C 2.69062 0.81348 4.31408 0.148 0.323 0.251 -1.09
C 3.90743 1.39172 4.33229 -0.137 -0.164 -0.306 -0.63
C 4.69164 1.33487 3.15564 1.192 0.543 0.112 -0.86
C 4.26711 0.73911 1.96126 -0.235 -0.323 -0.090 -0.61
P 0.76755 1.78802 -0.69883 1.209 1.049 0.389 0.99
C 0.52167 3.22888 0.36137 -0.099 0.090 0.134 1.07
C -0.18828 3.10486 1.55495 -0.001 0.122 -0.020 -0.08
C -0.28954 4.18679 2.42100 -0.026 -0.072 -0.049 -1.37
C 0.32370 5.38812 2.10287 -0.015 0.039 -0.016 -0.72
C 1.03472 5.51597 0.91566 0.058 0.083 -0.044 -0.97
C 1.13404 4.44394 0.04509 0.084 0.039 -0.081 -0.50
C 0.31353 2.22089 -2.39596 -0.335 -0.059 -0.076 1.24
C -0.35757 3.40699 -2.68424 0.117 0.034 -0.136 0.05
C -0.74215 3.70027 -3.98515 0.010 0.066 0.083 -1.02
C -0.45128 2.81674 -5.00879 -0.001 -0.037 -0.142 -0.78
C 0.23224 1.63878 -4.73645 0.014 -0.041 0.050 -0.99
C 0.60526 1.33569 -3.43672 -0.020 0.063 -0.072 -0.58
H 2.91779 2.42375 -1.58237 -0.028 0.005 -0.025 0.85
H 2.95476 2.18998 0.16294 0.029 -0.048 -0.015 0.70
H 4.25443 0.30220 -0.97105 -0.091 0.068 0.115 0.78
H 2.81816 -0.07230 -1.90970 0.116 0.112 -0.022 0.57
H 3.59736 -2.50417 2.36183 -0.034 0.047 0.013 0.30
H 5.13040 -4.39560 2.15847 -0.014 0.011 -0.014 0.48
H 5.91168 -5.13634 -0.07316 -0.035 0.049 0.004 0.43
H 5.10178 -3.97784 -2.09989 0.000 0.005 0.018 0.46
H 3.51696 -2.11941 -1.92425 0.093 -0.051 0.145 0.33
H 2.16848 -0.99510 3.46102 -0.211 0.142 -0.031 0.37
H 2.02383 0.83232 5.16784 -0.020 -0.044 -0.063 0.58
H 4.28549 1.89807 5.21171 -0.044 -0.017 -0.075 0.48
H 5.68175 1.79668 3.17810 -0.328 -0.135 -0.084 0.45
H 4.91993 0.78369 1.09771 0.073 0.046 0.031 0.48
H -0.66266 2.16720 1.80920 -0.015 0.054 0.061 0.40
H -0.85107 4.08963 3.34137 0.031 -0.032 -0.016 0.58
H 0.24499 6.23268 2.77627 0.010 -0.038 -0.015 0.48
H 1.51316 6.45608 0.66669 -0.029 -0.063 0.013 0.49
H 1.68938 4.56009 -0.88139 -0.028 -0.011 0.073 0.46
H -0.56952 4.12426 -1.90461 0.058 -0.014 -0.044 -0.12
H -1.26758 4.62357 -4.19282 0.012 -0.007 0.016 0.51
H -0.75245 3.04598 -6.02315 0.019 -0.016 0.026 0.42
H 0.46525 0.95063 -5.53826 0.013 0.010 0.003 0.46
H 1.11625 0.40221 -3.24323 0.016 0.050 -0.013 0.24
O -0.40662 -0.98346 4.19874 -0.605 0.038 -0.627 -0.70
S -0.20919 -0.69227 2.81446 1.323 0.522 1.399 0.93
O 0.34957 -1.75662 2.00141 -0.176 -0.508 0.406 -0.56
O 0.91818 0.49592 2.77500 -1.340 -0.243 -0.140 -0.13
O -1.30121 0.03412 2.10309 0.867 0.187 -1.284 -0.51
C 1.08801 -4.77328 -1.85815 -0.118 0.174 0.041 -0.67
C 0.62237 -3.65985 -2.80526 -0.338 0.475 -0.072 -0.94
C 0.38495 -2.32779 -2.19134 0.430 -0.331 -0.398 0.54
N 0.22095 -1.27757 -1.75766 -0.187 0.657 1.094 -0.16
H 0.85039 -5.72939 -2.31951 0.006 0.005 0.027 0.41
H 0.60484 -4.72991 -0.88679 -0.180 -0.038 -0.015 0.11
H 2.15059 -4.72237 -1.69353 0.392 0.037 0.050 0.12
H -0.33211 -3.93838 -3.25813 -0.009 0.080 -0.057 0.47
H 1.33416 -3.50701 -3.62549 -0.130 0.004 0.114 0.41
```
Positions in Å, forces in eV/Å.

Results
**2S+1**: 2
**Expectation value of S²**: 0.789
**Charge**: +2

=====

Record 2
DFT (the ωB97M-V functional and the def2-TZVPD basis) results for C49H41N10O2SSbW as an isolated structure.

```
105
Properties=species:S:1:pos:R:3:forces:R:3:mulliken_charge:R:1
W -0.39582 -0.69610 0.55115 -0.810 0.125 -0.265 2.32
N -2.22750 -2.11583 1.03939 0.031 -0.117 -0.084 -0.69
N -2.35618 -2.97144 -0.07586 -0.016 -0.015 -0.150 -0.12
C -1.16350 -3.24461 -0.72491 0.193 0.103 0.256 0.22
O -1.01062 -4.04614 -1.59100 -0.087 -0.063 -0.015 -0.58
O -0.18467 -2.45432 -0.22961 0.423 -0.268 -0.531 -0.49
H -2.08506 -2.68606 1.87580 -0.067 0.065 0.047 0.16
H -3.07066 -1.55671 1.14097 0.006 -0.025 0.036 0.42
H -3.04203 -3.71342 -0.04120 0.013 0.008 0.054 0.33
N -8.05577 5.72542 0.37658 -0.017 0.020 -0.005 -0.41
C -7.16117 5.00920 0.44021 -0.010 0.000 -0.004 -0.17
C -6.04125 4.11184 0.51764 -0.005 0.008 0.009 0.55
C -5.39060 3.72054 -0.65128 0.021 -0.022 0.018 -0.97
C -4.31139 2.86213 -0.57495 -0.007 0.049 -0.013 -0.13
C -3.88591 2.38438 0.66948 0.094 0.041 -0.107 -0.02
C -4.54236 2.78158 1.83729 -0.045 0.011 -0.022 -0.37
C -5.61687 3.64642 1.76180 0.026 -0.021 -0.010 -0.95
C -2.77631 1.48692 0.71939 0.014 -0.097 0.248 0.17
C -1.84122 0.70258 0.74651 -0.176 0.304 0.152 -0.32
H -5.73013 4.09309 -1.60766 -0.008 0.005 0.000 0.54
H -3.78853 2.56416 -1.47530 0.002 -0.016 -0.003 0.59
H -4.20822 2.41303 2.79743 0.005 -0.007 0.001 0.53
H -6.13278 3.96428 2.65681 -0.003 0.001 0.000 0.48
C 5.09102 -3.51977 5.58085 -0.007 0.015 0.028 -0.47
C 4.05037 -2.61764 5.76143 0.026 -0.006 -0.004 -0.91
C 3.11590 -2.42547 4.75589 -0.057 -0.014 -0.003 0.07
C 3.21474 -3.12718 3.55491 -0.061 -0.128 0.218 0.37
C 4.26766 -4.02468 3.38221 0.045 0.014 -0.039 -0.62
C 5.20023 -4.22195 4.39210 0.026 0.003 -0.017 -0.69
Sb 1.80926 -3.10524 1.96556 0.311 0.221 0.088 1.19
C 0.97960 -1.11559 2.57486 0.078 -0.150 -0.074 -0.54
C -0.34493 -0.90711 3.01270 0.388 -0.007 0.545 -0.01
C -0.70796 0.29313 3.65793 -0.019 -0.006 -0.066 -1.08
C 0.23363 1.27458 3.87051 0.012 -0.012 -0.002 -0.90
C 1.56501 1.05936 3.49173 0.004 -0.017 -0.005 -0.85
C 1.92773 -0.10576 2.85159 -0.016 0.064 -0.165 -0.68
C 0.17238 -4.14675 2.82776 -0.134 -0.123 -0.069 0.21
C -0.50823 -5.04896 2.00793 -0.046 0.047 -0.034 -0.57
C -1.59412 -5.76851 2.49663 -0.012 0.024 0.012 -0.61
C -2.00216 -5.59342 3.81120 -0.005 -0.011 -0.009 -0.57
C -1.32054 -4.70900 4.63985 -0.014 0.012 0.009 -0.71
C -0.23799 -3.99151 4.15258 0.050 -0.004 0.014 -0.05
H 5.81501 -3.67442 6.36923 0.010 0.006 0.003 0.41
H 3.96510 -2.06925 6.69014 -0.007 0.006 0.007 0.42
H 2.31039 -1.72044 4.92309 -0.040 -0.002 0.008 0.30
H 4.37754 -4.58015 2.45650 -0.025 -0.001 -0.009 0.38
H 6.01341 -4.92029 4.24656 -0.009 -0.011 -0.005 0.43
H -0.98145 -1.77266 3.13220 -0.143 0.092 -0.111 0.87
H -1.71906 0.41803 4.02296 -0.011 0.012 -0.043 0.61
H -0.04537 2.19050 4.37398 0.014 0.007 0.015 0.52
H 2.31645 1.80427 3.71995 0.003 0.009 0.006 0.57
H 2.96696 -0.26357 2.58488 0.002 0.022 -0.030 0.60
H -0.18441 -5.21394 0.98482 0.011 -0.005 0.003 0.53
H -2.10335 -6.47806 1.85717 0.003 -0.012 0.003 0.52
H -2.83621 -6.16183 4.20032 -0.012 -0.001 -0.004 0.45
H -1.62535 -4.59055 5.67138 0.003 -0.005 0.005 0.45
H 0.29690 -3.32261 4.81815 0.019 -0.006 -0.002 0.41
C 0.95534 -0.44799 -3.03350 0.038 -0.016 -0.002 -1.44
C -0.50568 -0.44536 -2.76766 0.052 -0.052 0.010 0.64
N -1.09982 -0.43281 -1.57164 -0.231 -0.142 -0.003 0.73
C -2.46613 -0.50974 -1.82056 -0.029 0.196 -0.038 -0.55
C -2.68119 -0.55485 -3.14777 -0.014 -0.094 0.010 -1.46
N -1.43889 -0.51050 -3.73744 -0.011 0.065 0.038 0.24
C -1.28463 -0.32061 -5.18367 0.029 0.000 0.028 -0.85
N -2.15048 0.73439 -5.60548 -0.021 0.025 -0.065 0.63
N -3.11330 0.47052 -6.53920 -0.037 -0.102 0.031 -0.77
N -3.86051 1.48408 -6.67140 -0.030 0.035 -0.035 -0.49
C -3.43375 2.46997 -5.80003 -0.042 0.011 0.024 0.33
C -3.95303 3.74340 -5.55388 0.038 -0.022 -0.005 -0.76
C -3.33202 4.49336 -4.58194 0.039 -0.031 0.026 -0.65
C -2.21798 3.99667 -3.87188 -0.034 0.082 0.007 -0.68
C -1.69386 2.74473 -4.10750 -0.021 -0.043 -0.028 -0.45
C -2.33279 1.98945 -5.09668 0.102 0.035 0.013 1.07
H 1.40969 -1.34288 -2.60517 -0.007 0.010 0.040 0.18
H 1.43185 0.43587 -2.61548 -0.001 0.013 -0.019 0.06
H 1.16734 -0.46586 -4.09796 -0.006 -0.025 0.003 0.66
H -3.19493 -0.48299 -1.03504 -0.002 -0.041 -0.003 0.74
H -3.58404 -0.61038 -3.73071 -0.028 0.037 0.018 0.59
H -1.59180 -1.21944 -5.71566 0.023 0.023 -0.028 0.34
H -0.24356 -0.10288 -5.40771 -0.010 0.014 0.035 0.39
H -4.80152 4.11303 -6.11207 -0.014 -0.005 -0.004 0.47
H -3.69345 5.48749 -4.35812 0.007 0.012 -0.005 0.46
H -1.75578 4.63153 -3.12653 0.000 -0.005 0.007 0.45
H -0.83062 2.38443 -3.56201 0.006 -0.008 -0.004 0.37
S 4.64753 3.50566 -0.52490 -0.180 0.109 -0.088 -0.18
C 3.32667 2.39084 -0.31805 0.166 0.002 -0.006 0.73
C 3.42788 1.01077 -0.54465 -0.094 -0.027 -0.031 -0.84
C 2.33349 0.21689 -0.31830 0.132 0.157 0.107 -1.08
N 1.14624 0.70685 0.10187 0.074 -0.199 0.017 1.30
C 1.04565 2.03229 0.33538 0.044 0.000 -0.166 -0.57
C 2.10183 2.88875 0.14045 -0.093 -0.041 0.089 -1.12
C 5.67125 2.63278 -1.68543 0.182 -0.147 0.075 0.06
C 5.26097 2.44754 -2.99892 -0.038 0.059 0.023 0.00
C 6.11181 1.76304 -3.85287 -0.003 -0.007 -0.058 -0.42
N 7.29698 1.28460 -3.48370 -0.003 0.012 -0.003 -0.53
C 7.68741 1.49484 -2.23358 0.024 -0.002 0.045 -0.36
C 6.91257 2.16189 -1.28915 -0.037 0.005 -0.009 -0.08
H 4.34899 0.56548 -0.89302 0.007 0.000 0.004 0.53
H 2.38652 -0.85500 -0.47956 0.030 0.003 0.060 0.54
H 0.07774 2.38983 0.65929 0.012 -0.013 0.020 0.39
H 1.96407 3.94487 0.32809 0.024 0.013 -0.022 0.56
H 4.31807 2.84121 -3.35547 -0.002 -0.003 0.005 0.47
H 5.83267 1.60218 -4.88777 -0.011 -0.006 0.002 0.38
H 8.66284 1.11025 -1.96043 0.006 0.000 -0.007 0.38
H 7.27478 2.30725 -0.28083 -0.005 -0.009 0.011 0.42
```
Positions in Å, forces in eV/Å.

Results
**2S+1**: 3
**Expectation value of S²**: 2.021
**Charge**: +2
**Relative energy (zero: lowest compared OMol25 entry of this formula, charge and spin)**: 35.4 kJ/mol

=====

no.,calculated total energy (eV)
1,-118048.20863
2,-89656.38156